# 1
This record from OMol25 describes one molecule with the formula C4H9N3O. The level of theory is ωB97M-V/def2-TZVPD.

Values from the calculation:
LUMO level	0.64	eV
SMILES	CC1(C)N=N[C@@]1(N)O
2S+1	1
HOMO-LUMO gap	0.365	Ha

Geometry (Å):
1 C 1.124 1.385 0.207
2 C -1.235 1.073 -0.655
3 C -0.078 -1.161 0.155
4 C -0.132 0.551 0.254
5 N 1.275 -1.580 0.147
6 O -0.819 -1.876 -0.768
7 N -0.700 -1.027 1.466
8 N -0.579 0.220 1.588
9 H -1.760 -1.772 -0.586
10 H 1.531 -2.075 -0.700
11 H 1.498 -2.173 0.937
12 H 1.094 2.160 0.972
13 H 2.014 0.784 0.393
14 H -1.356 2.146 -0.502
15 H -2.185 0.581 -0.453
16 H -0.967 0.902 -1.697
17 H 1.275 1.863 -0.760

These are the Mulliken partial charges, in e, on atoms 1 to 2:
1 C -1.49
2 C -1.61

# 2
This record from OMol25 describes a 2-piece molecular cluster, C4H9N3O2 overall. The level of theory is ωB97M-V/def2-TZVPD.

Values from the calculation:
LUMO level (spin up / spin down)	-0.01 / -0.01	eV
2S+1	1
HOMO-LUMO gap (spin up / spin down)	0.295 / 0.295	Ha

Geometry (Å):
1 C -1.376 -0.601 -2.817
2 C -0.307 -0.712 1.811
3 C 1.453 -0.738 0.175
4 C 0.769 1.346 1.275
5 N -1.456 -0.128 -1.652
6 N 0.662 -0.141 1.109
7 N 1.344 -2.069 -0.216
8 O 2.061 -2.441 -1.110
9 O 0.436 -2.799 0.309
10 H -0.910 -0.025 -3.633
11 H -1.933 -1.466 -3.212
12 H -0.676 -1.692 1.556
13 H -0.874 -0.149 2.524
14 H 2.329 -0.146 0.045
15 H 1.681 1.813 1.128
16 H 0.118 1.690 0.578
17 H 0.235 1.598 2.181
18 H -2.054 -0.572 -1.031

These are the Mulliken partial charges, in e, on atoms 1 to 2:
1 C -0.24
2 C -0.41

# 3
This record from OMol25 describes C4H9N3O2S as an isolated structure. The level of theory is ωB97M-V/def2-TZVPD.

Values from the calculation:
LUMO level	-8.69	eV
2S+1	1
charge	+2
HOMO-LUMO gap	0.340	Ha

Geometry (Å):
1 C 2.101 0.116 -0.447
2 C -1.791 -1.457 -0.064
3 C 2.430 -0.062 0.964
4 C -2.915 0.691 0.149
5 N 0.690 -0.001 -0.448
6 N -2.844 -0.800 -0.144
7 N 2.780 0.584 -1.433
8 O -0.943 -2.184 -0.155
9 O 0.022 -0.354 2.384
10 S 0.639 0.410 1.363
11 H 2.792 -1.087 1.218
12 H 2.968 0.600 1.573
13 H -3.684 1.299 -0.433
14 H -3.281 0.539 1.209
15 H -1.810 0.995 -0.052
16 H 0.134 0.270 -1.235
17 H -3.573 -0.989 -0.777
18 H 3.732 0.511 -1.315
19 H 2.552 0.919 -2.356

These are the Mulliken partial charges, in e, on atoms 1 to 2:
1 C 0.35
2 C 0.58

# 4
This record from OMol25 describes one molecule with the formula C4H9N3S. The level of theory is ωB97M-V/def2-TZVPD.

Values from the calculation:
LUMO level	0.74	eV
SMILES	[H]/N=C(\C)N/N=C\CS
2S+1	1
HOMO-LUMO gap	0.351	Ha

Geometry (Å):
1 C 2.523 -0.722 0.084
2 C 1.132 -0.300 0.067
3 C -1.284 1.306 -0.472
4 C -2.029 0.597 0.689
5 H 2.893 -0.703 -1.114
6 H 2.552 -1.825 0.200
7 H 3.322 -0.149 0.778
8 H 0.628 -2.025 -0.421
9 H 1.489 1.534 0.520
10 H -2.078 1.382 -1.476
11 H -3.039 1.354 0.906
12 H -1.488 0.257 1.646
13 H -2.254 -1.394 -0.859
14 N 0.172 -1.089 -0.289
15 N 0.673 1.019 0.436
16 N -0.066 1.488 -0.657
17 S -3.146 -0.730 -0.037

These are the Mulliken partial charges, in e, on atoms 1 to 2:
1 C -1.16
2 C 0.52

# 5
This record from OMol25 describes an isolated ion of composition C4H9N4 and charge +1. The level of theory is ωB97M-V/def2-TZVPD.

Values from the calculation:
LUMO level	-5.05	eV
SMILES	C=C=[N+](N)/C(N)=N/C
2S+1	1
charge	+1
HOMO-LUMO gap	0.290	Ha

Geometry (Å):
1 C -0.910 -3.107 0.082
2 C -0.463 -1.909 0.121
3 C -0.065 0.549 -0.399
4 C 0.383 2.996 0.167
5 N 1.017 -0.911 1.574
6 N 0.130 -0.771 0.341
7 N -0.546 0.459 -1.722
8 N 0.341 1.598 0.162
9 H -0.820 -3.739 -0.867
10 H -1.546 -3.376 1.041
11 H -0.518 3.435 -0.169
12 H 1.193 3.338 -0.465
13 H 0.547 3.361 1.148
14 H 0.881 -1.907 2.195
15 H -0.688 -0.526 -2.179
16 H -1.039 1.283 -2.152
17 H 2.103 -0.774 1.124

These are the Mulliken partial charges, in e, on atoms 1 to 2:
1 C -0.68
2 C 0.42

# 6
This record from OMol25 describes a 2-piece molecular cluster, C4H9N4O overall. The level of theory is ωB97M-V/def2-TZVPD.

Values from the calculation:
LUMO level (spin up / spin down)	-5.61 / -5.61	eV
2S+1	1
charge	+1
HOMO-LUMO gap (spin up / spin down)	0.258 / 0.258	Ha

Geometry (Å):
1 C -1.979 -1.238 -0.046
2 C -0.675 -1.408 -0.345
3 C -2.746 0.016 0.232
4 C -1.138 1.582 -0.774
5 N -2.291 1.284 -0.305
6 N 0.349 -0.560 -0.012
7 N 3.344 0.517 0.831
8 N 1.450 -0.672 -0.538
9 O -3.801 0.089 0.819
10 H -2.712 -2.135 0.002
11 H -0.387 -2.365 -0.577
12 H -0.989 2.703 -0.977
13 H -3.206 1.787 -0.212
14 H 3.788 -0.369 1.148
15 H 4.162 1.077 0.634
16 H 1.493 -1.277 -1.410
17 H 2.244 -0.096 -0.099
18 H 3.093 1.065 1.629

These are the Mulliken partial charges, in e, on atoms 1 to 2:
1 C -0.25
2 C -0.21

# 7
This record from OMol25 describes an isolated ion of composition C4H9N4O2 and charge +1. The level of theory is ωB97M-V/def2-TZVPD.

Values from the calculation:
LUMO level	-4.33	eV
SMILES	C/C=C\[NH2+]/N=C\N=[N+](/[O-])O
2S+1	1
charge	+1
HOMO-LUMO gap	0.377	Ha

Geometry (Å):
1 C -1.607 -0.657 1.043
2 C 1.702 -0.181 0.214
3 C 2.439 2.128 -0.165
4 C 2.670 0.691 0.173
5 N -0.516 -0.087 1.229
6 N -2.229 -1.014 -0.137
7 N -3.038 -1.985 -0.174
8 N 0.345 0.303 0.060
9 O -3.359 -2.763 0.639
10 O -3.659 -2.051 -1.367
11 H -2.374 -0.898 1.854
12 H 1.997 -1.182 0.171
13 H 2.007 2.596 0.652
14 H 1.785 2.068 -1.032
15 H 3.315 2.711 -0.442
16 H -3.371 -1.532 -2.141
17 H 3.714 0.387 0.041
18 H 0.267 1.325 0.189
19 H -0.086 0.141 -0.807

These are the Mulliken partial charges, in e, on atoms 1 to 2:
1 C 0.15
2 C -0.45

# 8
This record from OMol25 describes one molecule with the formula C4H9N5. The level of theory is ωB97M-V/def2-TZVPD.

Values from the calculation:
LUMO level	0.90	eV
SMILES	N/N=C1/NN[C@H]2C[C@@H]2N1
2S+1	1
HOMO-LUMO gap	0.328	Ha

Geometry (Å):
1 C 0.908 0.282 -0.018
2 C -1.870 0.110 0.360
3 C -2.496 -1.071 -0.103
4 C -1.037 -0.840 -0.387
5 H 4.168 -0.336 -0.052
6 H 3.037 -0.616 1.122
7 H 0.454 2.067 -0.497
8 H -1.578 2.078 0.905
9 H -1.736 -0.029 1.311
10 H -2.828 -1.800 0.690
11 H -3.274 -1.219 -0.933
12 H -0.814 -0.581 -1.501
13 H 0.837 -1.898 -0.231
14 N 3.079 -0.621 -0.027
15 N 2.165 0.538 -0.114
16 N 0.006 1.343 -0.112
17 N -1.499 1.525 -0.036
18 N 0.350 -1.150 0.301

These are the Mulliken partial charges, in e, on atoms 1 to 2:
1 C 0.61
2 C 0.03

# 9
This record from OMol25 describes a 2-piece molecular cluster, C4H9N9 overall. The level of theory is ωB97M-V/def2-TZVPD.

Values from the calculation:
LUMO level (spin up / spin down)	-11.54 / -11.54	eV
2S+1	1
charge	+2
HOMO-LUMO gap (spin up / spin down)	0.220 / 0.220	Ha

Geometry (Å):
1 C 0.735 0.658 2.874
2 C 0.403 1.955 0.817
3 C 0.675 0.272 -1.986
4 C -0.924 -1.064 0.924
5 N 0.975 -0.054 3.761
6 N 0.307 2.333 -0.283
7 N 0.304 1.145 -2.899
8 N -2.270 -0.802 0.897
9 N -0.251 0.079 -0.986
10 N 0.369 1.224 1.799
11 N -0.032 -0.652 0.071
12 N 1.932 -0.209 -1.924
13 N -0.383 -1.845 1.883
14 H -0.714 1.546 -3.097
15 H 1.052 1.488 -3.417
16 H -2.498 -0.081 0.311
17 H -2.798 -1.242 1.713
18 H -1.102 0.684 -0.911
19 H 2.609 0.237 -2.518
20 H 2.119 -1.173 -1.600
21 H -1.082 -2.334 2.502
22 H 0.575 -2.166 2.066

These are the Mulliken partial charges, in e, on atoms 1 to 2:
1 C 0.54
2 C 0.50

# 10
This record from OMol25 describes a 2-piece molecular cluster, C4H9NO overall. The level of theory is ωB97M-V/def2-TZVPD.

Values from the calculation:
LUMO level (spin up / spin down)	3.51 / 3.53	eV
2S+1	2
charge	-1
HOMO-LUMO gap (spin up / spin down)	0.094 / 0.295	Ha

Geometry (Å):
1 N 0.189 1.158 0.285
2 C -0.737 0.467 0.992
3 C -1.133 -0.797 0.754
4 C -2.371 -1.333 1.254
5 C -2.855 -2.551 0.942
6 H 0.572 2.061 0.535
7 H 0.603 0.775 -0.553
8 H -1.253 1.124 1.688
9 H -0.545 -1.415 0.091
10 H -2.886 -0.824 2.072
11 H -3.794 -2.875 1.352
12 H -2.286 -3.134 0.225
13 H 5.927 2.835 -2.689
14 H 4.843 2.065 -3.398
15 O 5.727 2.444 -3.550

These are the Mulliken partial charges, in e, on atoms 1 to 2:
1 N -1.44
2 C -0.71

# 11
This record from OMol25 describes a 2-piece molecular cluster, C4H9NO overall. The level of theory is ωB97M-V/def2-TZVPD.

Values from the calculation:
LUMO level	0.11	eV
SMILES	C/C=N/C=O.C
2S+1	1
HOMO-LUMO gap	0.375	Ha

Geometry (Å):
1 C 0.276 1.632 0.906
2 C -0.090 -0.530 -0.622
3 C 1.282 -0.375 -1.184
4 N -0.337 -1.434 0.251
5 C -1.708 -1.541 0.584
6 O -2.623 -1.013 -0.004
7 H 0.389 1.950 -0.136
8 H 1.190 1.856 1.449
9 H -0.603 2.112 1.331
10 H -0.893 0.113 -1.004
11 H 1.386 -1.206 -1.885
12 H 2.050 -0.486 -0.413
13 H 1.429 0.564 -1.725
14 H 0.126 0.563 1.007
15 H -1.875 -2.206 1.445

These are the Mulliken partial charges, in e, on atoms 1 to 2:
1 C -0.99
2 C -0.04

# 12
This record from OMol25 describes one molecule with the formula C4H9NO. The level of theory is ωB97M-V/def2-TZVPD.

Values from the calculation:
LUMO level	0.76	eV
SMILES	CC(=O)N(C)C
2S+1	1
HOMO-LUMO gap	0.365	Ha

Geometry (Å):
1 C -0.461 -1.651 0.834
2 C 0.398 -0.408 0.899
3 N 0.111 0.554 -0.157
4 C -0.653 0.037 -1.241
5 C 0.852 1.841 -0.013
6 O 1.175 -0.266 1.948
7 H -0.024 -2.054 -0.068
8 H -1.553 -1.574 0.750
9 H -0.048 -2.479 1.596
10 H -1.719 -0.290 -0.983
11 H -0.807 0.919 -1.994
12 H -0.134 -0.826 -1.682
13 H 1.929 1.654 -0.060
14 H 0.632 2.138 1.017
15 H 0.302 2.405 -0.846

These are the Mulliken partial charges, in e, on atoms 1 to 2:
1 C -1.03
2 C 0.59

# 13
This record from OMol25 describes a 2-piece molecular cluster, C4H9NO overall. The level of theory is ωB97M-V/def2-TZVPD.

Values from the calculation:
LUMO level	0.86	eV
SMILES	C1CN1.CC=O
2S+1	1
HOMO-LUMO gap	0.385	Ha

Geometry (Å):
1 C -0.844 2.271 -0.939
2 C 0.228 1.406 -0.387
3 C 0.054 -2.422 0.855
4 C 0.952 -1.249 1.136
5 H -1.865 2.084 -0.608
6 H -0.603 3.299 -1.197
7 H 0.025 0.662 0.358
8 H 1.228 1.867 -0.347
9 H -0.857 0.444 -1.870
10 H 0.574 -3.199 0.268
11 H -0.784 -2.060 0.252
12 H -0.337 -2.809 1.799
13 H 1.593 -0.902 0.307
14 N -0.223 1.234 -1.786
15 O 0.861 -0.625 2.160

These are the Mulliken partial charges, in e, on atoms 1 to 2:
1 C -0.29
2 C -0.26

# 14
This record from OMol25 describes a 2-piece molecular cluster, C4H9NO overall. The level of theory is ωB97M-V/def2-TZVPD.

Values from the calculation:
LUMO level (spin up / spin down)	-1.32 / -0.78	eV
2S+1	1
HOMO-LUMO gap (spin up / spin down)	0.284 / 0.291	Ha

Geometry (Å):
1 C -1.674 -0.899 -0.534
2 C 1.447 1.228 -0.446
3 N -0.604 0.012 -0.832
4 C 0.457 0.172 -0.019
5 C 0.925 -0.949 0.671
6 O -0.664 1.373 0.997
7 H -1.265 0.814 1.511
8 H -1.699 -1.310 0.480
9 H -1.645 -1.714 -1.265
10 H -2.607 -0.364 -0.727
11 H 0.910 2.096 -0.818
12 H 2.091 0.837 -1.237
13 H 2.062 1.530 0.401
14 H 0.288 -1.784 0.921
15 H 1.979 -1.041 0.898

These are the Mulliken partial charges, in e, on atoms 1 to 2:
1 C -0.88
2 C -1.45

# 15
This record from OMol25 describes a 2-piece molecular cluster, C4H9NO overall. The level of theory is ωB97M-V/def2-TZVPD.

Values from the calculation:
LUMO level	0.92	eV
SMILES	CC(C)=N.C=O
2S+1	1
HOMO-LUMO gap	0.373	Ha

Geometry (Å):
1 C -2.679 -0.392 0.691
2 C 0.884 -0.025 0.154
3 C 1.258 1.422 0.316
4 C 1.108 -0.598 -1.217
5 N 0.209 -0.676 1.022
6 O -1.880 0.454 0.479
7 H -2.509 -1.261 1.353
8 H -3.724 -0.417 0.257
9 H 1.269 1.605 1.357
10 H 0.482 1.994 -0.235
11 H 2.226 1.644 -0.078
12 H 0.443 -1.460 -1.439
13 H 2.170 -0.817 -1.347
14 H 0.760 0.083 -2.011
15 H -0.017 -1.556 0.698

These are the Mulliken partial charges, in e, on atoms 1 to 2:
1 C -0.13
2 C 1.01

# 16
This record from OMol25 describes one molecule with the formula C4H9NO. The level of theory is ωB97M-V/def2-TZVPD.

Values from the calculation:
LUMO level	0.84	eV
SMILES	CCCC(N)=O
2S+1	1
HOMO-LUMO gap	0.394	Ha

Geometry (Å):
1 C 2.175 0.243 -0.311
2 C 0.766 -0.075 -0.805
3 C -0.226 -0.456 0.305
4 C -1.411 0.494 0.385
5 O -1.207 1.675 0.578
6 N -2.675 -0.069 0.409
7 H 2.833 0.533 -1.138
8 H 2.630 -0.620 0.189
9 H 2.138 1.080 0.397
10 H 0.358 0.801 -1.320
11 H 0.792 -0.887 -1.541
12 H -0.467 -1.529 0.303
13 H 0.181 -0.262 1.301
14 H -3.199 0.093 1.258
15 H -2.758 -0.978 -0.018

These are the Mulliken partial charges, in e, on atoms 1 to 2:
1 C -1.25
2 C -0.30

# 17
This record from OMol25 describes a 2-piece molecular cluster, C4H9NO overall. The level of theory is ωB97M-V/def2-TZVPD.

Values from the calculation:
LUMO level	-0.70	eV
SMILES	C=NC(=C)C.O
2S+1	1
HOMO-LUMO gap	0.270	Ha

Geometry (Å):
1 C -0.522 -0.543 -0.085
2 C -1.173 0.805 -0.261
3 C -2.025 1.017 -1.289
4 C 0.443 2.184 0.595
5 N -0.696 1.667 0.744
6 H 0.511 -0.550 0.161
7 H -1.106 -1.296 0.500
8 H -0.497 -0.790 -1.116
9 H -2.310 1.902 -1.772
10 H -2.217 0.075 -1.938
11 H 1.124 1.334 0.575
12 H 0.617 3.079 -0.058
13 H 2.637 -2.219 1.190
14 H 2.188 -3.644 1.409
15 O 3.028 -3.022 1.346

These are the Mulliken partial charges, in e, on atoms 1 to 2:
1 C -0.76
2 C 0.55

# 18
This record from OMol25 describes a 2-piece molecular cluster, C4H9NO overall. The level of theory is ωB97M-V/def2-TZVPD.

Values from the calculation:
LUMO level	0.88	eV
SMILES	C=CC.NC=O
2S+1	1
HOMO-LUMO gap	0.382	Ha

Geometry (Å):
1 C -1.681 0.984 1.139
2 C -1.630 0.020 -0.001
3 C -1.656 -1.299 0.128
4 H -0.763 1.569 1.125
5 H -1.719 0.509 2.120
6 H -2.539 1.658 1.068
7 H -1.614 0.440 -0.993
8 H -1.293 -2.000 -0.614
9 H -1.919 -1.749 1.078
10 C 2.036 0.476 -0.800
11 N 2.895 -0.583 -0.753
12 O 2.282 1.587 -0.404
13 H 1.066 0.277 -1.293
14 H 3.864 -0.340 -0.881
15 H 2.672 -1.548 -0.919

These are the Mulliken partial charges, in e, on atoms 1 to 2:
1 C -0.95
2 C -0.07

# 19
This record from OMol25 describes C4H9NO as an isolated structure. The level of theory is ωB97M-V/def2-TZVPD.

Values from the calculation:
LUMO level	1.04	eV
2S+1	1
HOMO-LUMO gap	0.367	Ha

Geometry (Å):
1 C -1.294 -0.635 -0.087
2 C 0.768 0.481 -1.087
3 C 0.152 -0.157 0.138
4 N -1.940 -1.234 1.075
5 C 2.573 1.743 -0.041
6 O 2.262 2.046 1.026
7 H -1.969 -0.574 1.845
8 H -1.418 -2.044 1.394
9 H 2.075 0.911 -1.011
10 H -1.311 -1.374 -0.896
11 H -1.908 0.211 -0.413
12 H 0.934 -0.235 -1.895
13 H 0.171 1.310 -1.470
14 H 0.149 0.561 0.965
15 H 0.758 -1.010 0.457

These are the Mulliken partial charges, in e, on atoms 1 to 2:
1 C -0.65
2 C -1.16

# 20
This record from OMol25 describes one molecule with the formula C4H9NO. The level of theory is ωB97M-V/def2-TZVPD.

Values from the calculation:
LUMO level	0.92	eV
SMILES	CCC(=O)NC
2S+1	1
HOMO-LUMO gap	0.384	Ha

Geometry (Å):
1 C -0.934 0.527 -0.701
2 C -1.661 -0.396 -1.706
3 C 0.423 0.153 -0.150
4 N 0.580 0.257 1.213
5 C 1.851 -0.177 1.780
6 O 1.325 -0.245 -0.808
7 H -1.581 0.794 0.129
8 H -0.798 1.536 -1.257
9 H -2.705 -0.145 -1.850
10 H -1.219 -0.417 -2.773
11 H -1.624 -1.430 -1.383
12 H -0.202 0.465 1.835
13 H 1.951 0.217 2.866
14 H 2.656 0.117 1.113
15 H 1.939 -1.256 1.693

These are the Mulliken partial charges, in e, on atoms 1 to 2:
1 C -0.22
2 C -1.11

Energy relative to the best compared isomer or geometry (same formula, charge and spin) / kJ/mol: 268.9; 679.2; 147.6; 385.4; 592.6; 509.4; 636.4; 709.1; 187.4; 67.1; 198.7; 228.6; 267.7; 553.1; 255.6; 63.3; 614.0; 163.2; 315.8; 77.4